DFT (ωB97M-V with the def2-TZVPD basis set) results for C29H59AlCl2N5O17PS as an isolated structure at a distorted geometry.

Last column: Löwdin charge in e.
Atoms and positions in Å:
O (-4.2437, -1.6790, 1.9046)  0.046
Al (-1.0882, 1.6300, 3.1717)  1.102
H (3.4820, -10.2317, 0.8169)  0.106
C (3.9939, -0.5123, 1.8690)  -0.239
O (-0.8963, 0.8866, -4.2675)  0.088
Cl (-4.4005, 3.2058, -4.7717)  0.632
O (6.6640, -2.8151, 1.1573)  0.115
H (2.1061, -0.5608, 2.9234)  0.105
H (3.4639, 1.9704, 0.7727)  0.095
O (0.1687, 7.2386, 1.3146)  -0.345
N (-0.7762, -0.3332, -1.7724)  0.200
H (3.8512, -8.8361, 4.0350)  0.093
H (-6.2560, 2.2079, 0.3656)  0.043
H (6.1358, -5.0346, -1.9129)  0.117
H (3.9795, -6.2157, -0.0624)  0.077
C (7.6507, -4.8132, 0.3686)  0.024
H (-8.0527, -2.4617, -0.2881)  0.135
H (-4.8293, 0.6588, 2.0658)  0.032
H (4.3939, 3.8124, -2.2579)  0.104
H (-5.8059, -1.4011, -0.1499)  0.121
P (-3.8802, 2.7102, 0.9897)  0.943
N (-0.5797, 0.8708, 0.3143)  -0.062
C (3.6170, 4.6169, -0.3287)  -0.228
H (4.0147, -1.6230, 1.7626)  0.004
O (0.3583, 8.8642, 3.0783)  -0.312
H (2.0991, 4.0804, 1.1963)  0.066
H (4.4369, -4.6321, -1.9121)  0.093
H (4.7095, -7.0551, -1.4440)  0.090
H (7.6557, -5.3862, -0.5552)  0.073
H (-0.4867, 12.0427, -1.0985)  0.185
H (-2.9071, 0.7856, -4.1322)  0.113
H (-2.7902, 0.1789, 0.3402)  0.105
C (-5.4378, 2.8467, -0.0280)  -0.252
H (-10.3416, -5.6224, -0.2329)  0.078
S (0.7818, 8.5199, 1.7126)  0.226
O (5.0335, -8.3223, 1.1288)  0.010
C (-1.0986, 2.2753, 0.3858)  -0.185
H (-8.7105, -5.6604, 0.3180)  0.043
O (-3.8967, 2.8015, -6.0574)  -0.350
H (3.0713, 2.8455, -1.5548)  0.083
H (7.5484, -5.4914, 1.2158)  0.100
C (-1.8941, 0.4012, -3.8350)  -0.196
C (4.0416, 1.3659, 0.0454)  -0.223
Cl (3.5263, -3.0385, 0.0732)  0.384
C (4.7644, 0.1390, 0.6681)  -0.193
H (-5.2817, 2.5649, -1.0937)  0.048
H (4.5037, -0.2483, 2.8222)  0.111
H (5.6709, 1.9586, -1.3939)  0.110
O (5.4157, -3.9649, -0.2603)  -0.346
C (2.1343, 4.5392, 0.1791)  -0.110
C (4.3635, -8.8444, 2.0051)  -0.662
O (-9.0211, -3.9394, 1.6071)  0.110
H (-9.6685, -7.0841, 0.3694)  0.108
C (2.5085, -0.0477, 2.0136)  -0.226
H (2.1904, -0.9078, 0.0462)  0.032
H (1.0088, 11.8453, -1.6685)  0.183
H (4.3098, 4.6799, 0.5319)  0.105
N (3.5290, -9.8938, 1.7612)  0.153
H (-3.1097, 0.9342, 2.5895)  -0.115
H (-4.4425, 1.9593, 3.2470)  0.053
H (1.2425, 1.8082, 0.7568)  0.089
C (4.8829, -6.3119, -0.6650)  -0.084
H (0.2287, -0.5060, -1.8298)  0.183
C (-7.9317, -3.4211, 1.6777)  -0.378
O (-3.3801, 3.9614, -4.0658)  -0.398
C (4.9837, 2.4088, -0.6546)  -0.180
H (5.7844, 0.4422, 0.9880)  0.112
H (4.9167, -0.6394, -0.1085)  0.079
O (-9.0067, -6.5533, -1.5283)  -0.124
H (-2.6894, -1.0031, -2.3569)  0.123
C (3.9726, 3.4487, -1.2968)  -0.209
H (-2.6648, 2.6651, -1.1384)  0.131
H (-5.2190, -3.1559, 3.7992)  0.121
C (-4.0782, 1.4215, 2.3457)  -0.322
C (-5.8658, -3.0343, 2.9395)  0.020
C (-9.4110, -6.2328, -0.3088)  -0.334
O (-2.2497, 6.7125, -5.0669)  -0.067
C (1.5590, -0.4319, 0.8285)  -0.181
C (5.2507, -4.9779, -1.2766)  -0.261
H (1.6949, 5.5808, 0.2529)  0.066
H (0.4007, 10.7662, -0.6030)  0.115
H (4.9973, -7.6495, 3.5171)  0.105
H (-5.7779, 3.8962, 0.0248)  0.040
H (3.3883, 0.9824, -0.7676)  0.096
H (-1.0479, 2.5871, 1.4676)  -0.076
H (1.4637, 3.9797, -0.5132)  0.049
C (-5.3455, -2.1986, 1.8362)  -0.388
H (-1.8838, 7.3472, -4.4425)  0.021
O (0.3469, 9.5881, 0.7744)  -0.440
C (-7.4080, -2.5826, 0.5732)  0.047
O (0.1997, 11.3995, -1.3570)  0.306
C (-1.2660, 0.3182, -0.7927)  -0.247
H (0.7447, -1.1278, 1.1106)  0.108
C (-6.2059, -2.0156, 0.6480)  0.018
C (-1.7088, -0.7775, -2.8215)  -0.066
H (3.7243, 5.5769, -0.8777)  0.105
H (-2.5107, 5.9623, -4.5146)  -0.002
O (-4.7330, 2.0172, -3.9897)  -0.424
N (4.3931, -8.4217, 3.3007)  0.153
H (-1.4039, -1.7100, -3.3349)  0.145
H (8.6132, -4.3069, 0.4267)  0.094
O (-5.5754, 4.0144, -4.9397)  -0.346
H (-7.4653, -4.2175, 3.6646)  0.128
H (-0.6380, 3.0254, -0.2865)  0.145
H (5.5359, 2.9299, 0.1543)  0.105
H (5.6610, -6.6801, -0.0066)  0.041
H (1.2823, 0.9919, -0.8108)  0.120
H (2.5190, 1.0347, 2.2584)  0.089
H (2.9701, -10.3372, 2.4653)  0.093
O (2.2508, 8.3940, 1.6686)  -0.326
C (-2.5722, 2.0904, -0.1909)  -0.420
C (0.9061, 0.8903, 0.2363)  -0.178
N (-2.6584, 0.6453, -0.5673)  0.084
C (6.5637, -3.7713, 0.4408)  -0.515
C (-7.0673, -3.6023, 2.8677)  0.038

Values from the calculation:
DFT total energy (Eh): -4594.682121
Spin multiplicity: 1
Total charge: 0
Highest occupied orbital energy (Ha): -0.2334
LUMO energy (eV): -5.444



DFT (ωB97M-V with the def2-TZVPD basis set) results for a 2-piece molecular cluster, C5H8OS overall at a distorted geometry.

Last column: natural (NBO) charge in e.
Atoms and positions in Å:
C (-0.0970, 2.0009, -0.1666)  -0.508
H (0.9688, -1.8984, -1.5765)  0.211
C (-1.1561, -0.4865, 0.3040)  0.140
H (0.2938, -2.9480, -0.4771)  0.180
C (0.4496, -1.8102, -0.6230)  -0.119
H (1.9732, -1.1278, 0.9040)  0.218
S (-2.7846, 0.0210, 0.3024)  0.056
C (-0.0983, -0.5047, 1.1792)  -0.296
H (-3.2224, -0.0774, -0.9782)  0.162
O (-0.8415, -1.2272, -0.7776)  -0.488
C (0.9526, -1.2612, 0.6219)  -0.261
H (0.1100, 2.2476, 0.7711)  0.149
H (0.6442, 1.8284, -0.8861)  0.163
H (0.0273, 0.0045, 2.0964)  0.233
H (-1.0803, 2.1179, -0.4820)  0.160

Values from the calculation:
DFT total energy (Eh): -668.556465
Spin multiplicity: 1
Total charge: 0
Highest occupied orbital energy (spin up / spin down) (Ha): -0.2919 / -0.2355
LUMO energy (spin up / spin down) (eV): 0.334 / 0.638



Question: What is the spin multiplicity in the second record?
Answer: 1



Question: Which value of total charge does entry 1 give?
Answer: 0



Question: Which of these has the lowest DFT total energy?
Answer: C29H59AlCl2N5O17PS



Question: The lowest DFT total energy belongs to which entry?
Answer: C29H59AlCl2N5O17PS